# 1
ORCA calculation (wB97M-V/def2-TZVPD) on 2 unconnected molecules or ions with the total composition C3H10N2.

Computed properties:
Net charge = 0
Lowest unoccupied orbital energy = 0.90 eV
Total energy = -6251.7692 eV
Kohn-Sham gap = 9.9 eV
SMILES = C=C.NCN

Cartesian coordinates (Å):
C1 4.0622 0.7353 -1.5222
C2 4.1440 -0.5863 -1.2963
H1 3.6841 1.4096 -0.7383
H2 4.5499 1.1812 -2.3810
H3 3.5330 -1.0094 -0.5019
H4 4.4942 -1.2955 -2.0272
N1 -2.0889 -0.1336 2.0382
C3 -3.1033 0.0044 1.0098
N2 -2.4723 -0.0279 -0.3398
H5 -1.2186 0.3120 1.7758
H6 -1.8511 -1.1211 2.0843
H7 -3.6855 0.9097 1.1874
H8 -3.8351 -0.8056 0.9198
H9 -1.4950 0.2083 -0.2880
H10 -3.0453 0.4835 -0.9959

Atom charges from the Mulliken analysis, given in e for atoms 1 to 5: -0.430, -0.487, 0.215, 0.236, 0.218



# 2
ORCA calculation (wB97M-V/def2-TZVPD) on 2 unconnected molecules or ions with the total composition C3H10N2.

Computed properties:
Net charge = 0
Lowest unoccupied orbital energy = 0.80 eV
Total energy = -6251.9182 eV
Kohn-Sham gap = 10.2 eV
SMILES = C=C.NCN

Cartesian coordinates (Å):
C1 -2.0409 -1.4220 1.1427
C2 -2.5421 -2.3977 1.8884
H1 -2.0236 -1.6330 0.0769
H2 -1.4365 -0.5734 1.4028
H3 -2.9764 -3.2490 1.3992
H4 -2.5904 -2.3997 2.9699
N1 0.4063 1.9754 -0.9991
C3 1.5778 1.2885 -1.5851
N2 2.6672 0.8659 -0.7128
H5 0.7912 2.6298 -0.3281
H6 -0.1018 1.2688 -0.4753
H7 1.2333 0.4131 -2.1316
H8 1.9209 1.8844 -2.4409
H9 2.4183 -0.0509 -0.3658
H10 2.6968 1.3997 0.1589

Atom charges from the Mulliken analysis, given in e for atoms 1 to 5: -0.432, -0.433, 0.182, 0.217, 0.220



# 3
ORCA calculation (wB97M-V/def2-TZVPD) on a single C3H10N2 molecule.

Computed properties:
Net charge = 0
Lowest unoccupied orbital energy = 1.09 eV
Total energy = -6251.4188 eV
Kohn-Sham gap = 9.2 eV
SMILES = CNCCN

Cartesian coordinates (Å):
N1 -0.1630 1.4583 -1.9748
C1 -0.7343 0.9416 -0.7317
C2 0.2894 0.1130 0.0128
N2 -0.3453 -0.8118 1.0445
C3 0.7349 -1.7580 1.4087
H1 0.5105 2.1657 -1.7007
H2 -0.9505 1.9234 -2.4204
H3 -1.6403 0.3160 -0.8545
H4 -1.1796 1.7375 -0.0932
H5 1.0342 0.6580 0.6075
H6 0.8270 -0.4604 -0.7520
H7 -1.2933 -0.5280 0.8964
H8 1.6082 -1.1597 1.6662
H9 0.8904 -2.3901 0.5424
H10 0.4117 -2.2055 2.3487

Atom charges from the Mulliken analysis, given in e for atoms 1 to 5: -0.644, -0.617, -0.523, -0.303, -0.780



# 4
ORCA calculation (wB97M-V/def2-TZVPD) on 2 unconnected molecules or ions with the total composition C3H10N2.

Computed properties:
Net charge = 0
Lowest unoccupied orbital energy = 0.96 eV
Total energy = -6253.0010 eV
Kohn-Sham gap = 10.6 eV
SMILES = [H]/N=C/N.CC

Cartesian coordinates (Å):
C1 -0.2293 -0.2651 2.0728
C2 -0.1150 -1.7593 1.7434
H1 0.6120 0.2256 1.5845
H2 -0.2264 -0.0986 3.1448
H3 -1.1001 0.1808 1.6025
H4 0.5601 -2.2378 2.4465
H5 -1.0499 -2.2987 1.6440
H6 0.3644 -1.9165 0.7695
N1 -0.7212 1.1619 -1.5013
C3 0.3239 1.0179 -2.4004
N2 1.5126 1.3214 -2.0907
H7 -1.6161 1.1674 -1.9712
H8 -0.5974 1.9627 -0.8951
H9 0.1246 0.4772 -3.3219
H10 2.1577 1.0610 -2.8274

Atom charges from the Mulliken analysis, given in e for atoms 1 to 5: -0.727, -0.841, 0.216, 0.317, 0.221



# 5
ORCA calculation (wB97M-V/def2-TZVPD) on 2 unconnected molecules or ions with the total composition C3H10N2.

Computed properties:
Net charge = +1
Lowest unoccupied orbital energy (alpha / beta) = -3.86 / -9.44 eV
Total energy = -6241.3131 eV
Spin multiplicity = 2
Kohn-Sham gap (alpha / beta) = 7.8 / 2.3 eV

Cartesian coordinates (Å):
C1 2.9291 -0.1285 -4.6578
N1 3.4212 0.7804 -3.9049
H1 1.9661 -0.3163 -4.4129
H2 3.3818 -0.5656 -5.5095
H3 4.3280 1.1370 -4.1150
C2 -2.3097 0.7182 1.9031
C3 -1.7086 0.0422 3.1666
N2 -1.8391 -1.3652 3.1350
H4 -2.4161 1.8062 1.9670
H5 -1.4212 0.5230 0.9642
H6 -3.2708 0.2503 1.5313
H7 -0.5120 0.3296 2.9116
H8 -1.9929 0.4753 4.1070
H9 -1.6672 -1.7288 2.1958
H10 -2.9354 -1.6088 3.2786

Atom charges from the Mulliken analysis, given in e for atoms 1 to 5: -0.258, -0.483, 0.265, 0.243, 0.232



# 6
ORCA calculation (wB97M-V/def2-TZVPD) on 2 unconnected molecules or ions with the total composition C3H10N2O.

Computed properties:
Net charge = 0
Lowest unoccupied orbital energy = 0.79 eV
Total energy = -8299.1395 eV
Kohn-Sham gap = 9.7 eV
SMILES = CC=O.NCN

Cartesian coordinates (Å):
O1 -3.6879 -0.3832 0.2558
C1 -3.2389 -1.3585 -0.3553
C2 -2.5377 -2.4968 0.3243
H1 -3.4513 -1.4082 -1.4735
H2 -1.5457 -2.6699 -0.1277
H3 -2.1987 -2.4617 1.4031
H4 -3.0240 -3.4920 0.3060
N1 2.6515 2.4732 0.4914
C3 2.4890 1.1870 0.0068
N2 1.3670 1.1921 -0.9829
H5 2.3584 2.9397 1.2690
H6 3.4082 2.8723 -0.0191
H7 2.4072 0.4242 0.8168
H8 3.4086 0.7806 -0.4504
H9 0.8454 1.9979 -0.6848
H10 0.7490 0.4032 -0.7794

Atom charges from the Mulliken analysis, given in e for atoms 1 to 5: -0.458, 0.178, -0.864, 0.297, 0.265



# 7
ORCA calculation (wB97M-V/def2-TZVPD) on 2 unconnected molecules or ions with the total composition C3H10N2O.

Computed properties:
Net charge = 0
Lowest unoccupied orbital energy = 0.87 eV
Total energy = -8299.4417 eV
Kohn-Sham gap = 10.3 eV
SMILES = [H]/N=C/NCC.O

Cartesian coordinates (Å):
C1 2.0471 0.6051 1.4849
C2 1.1616 0.7219 0.2629
N1 0.5676 -0.5801 -0.3220
C3 -0.2862 -0.4630 -1.4422
N2 -1.5201 -0.8849 -1.4591
H1 1.6065 0.0354 2.2179
H2 2.3819 1.6449 1.7605
H3 2.9077 0.0627 1.2597
H4 0.2625 1.2904 0.5581
H5 1.6009 1.2118 -0.6039
H6 0.4136 -1.3959 0.1786
H7 -0.0031 0.1777 -2.2418
H8 -1.7190 -1.1449 -2.3878
H9 -2.9559 -1.0511 -0.2217
H10 -3.0619 0.3345 0.3921
O1 -3.4034 -0.5645 0.5639

Atom charges from the Mulliken analysis, given in e for atoms 1 to 5: -1.271, -0.173, -0.239, -0.158, -0.582



# 8
ORCA calculation (wB97M-V/def2-TZVPD) on a molecular structure, C3H10N2O.

Computed properties:
Net charge = 0
Lowest unoccupied orbital energy = -0.06 eV
Total energy = -8295.2100 eV
Kohn-Sham gap = 9.2 eV

Cartesian coordinates (Å):
C1 -0.1850 -0.7898 1.4227
N1 0.9432 -0.0154 1.1755
C2 0.3647 1.2891 0.8059
O1 -0.8228 1.6855 0.4444
C3 -0.8215 -1.1581 0.1591
N2 0.1660 -1.7283 -0.8233
H1 -0.8552 -0.2092 2.2020
H2 0.1908 -1.7266 1.9291
H3 0.1820 3.4539 -3.4322
H4 1.0603 2.0848 1.1553
H5 0.6253 0.4345 0.0292
H6 0.6295 2.8537 -3.2789
H7 -1.6178 -1.9558 0.3493
H8 -1.2054 -0.2578 -0.3703
H9 0.2385 -2.7286 -0.8923
H10 1.1074 -1.2319 -0.8754

Atom charges from the Mulliken analysis, given in e for atoms 1 to 5: -0.154, -0.454, -0.025, -0.499, -0.725



# 9
ORCA calculation (wB97M-V/def2-TZVPD) on 2 unconnected molecules or ions with the total composition C3H10N2O.

Computed properties:
Net charge = 0
Lowest unoccupied orbital energy = 1.00 eV
Total energy = -8299.6276 eV
Kohn-Sham gap = 10.2 eV
SMILES = C=CO.NCN

Cartesian coordinates (Å):
C1 1.6253 -1.7639 0.3760
C2 1.8912 -0.4748 0.2956
O1 2.8795 0.0455 -0.5017
H1 0.7977 -2.1144 0.9789
H2 2.2281 -2.5116 -0.1074
H3 1.2207 0.2019 0.8067
H4 3.4772 0.5728 0.0422
N1 -2.1651 -0.2287 -0.8063
C3 -2.3987 0.9973 -0.0869
N2 -1.3189 1.1214 0.8731
H5 -2.9310 -0.4840 -1.4127
H6 -1.2848 -0.1760 -1.3050
H7 -2.3467 1.8995 -0.7217
H8 -3.3741 0.9860 0.3912
H9 -1.4400 1.9106 1.4993
H10 -1.2935 0.2991 1.4681

Atom charges from the Mulliken analysis, given in e for atoms 1 to 5: -0.657, 0.059, -0.493, 0.234, 0.276



# 10
ORCA calculation (wB97M-V/def2-TZVPD) on 2 unconnected molecules or ions with the total composition C3H10N2O.

Computed properties:
Net charge = 0
Lowest unoccupied orbital energy = 0.90 eV
Total energy = -8297.3057 eV
Kohn-Sham gap = 9.0 eV
SMILES = [H]/N=C\C.CNO

Cartesian coordinates (Å):
C1 1.1923 -0.2560 0.1485
C2 -1.6316 -0.1107 -0.5197
C3 2.0978 -0.0335 -1.0230
N1 -1.7629 0.4213 0.7780
N2 0.8273 0.6638 1.0024
O1 -2.0550 -0.6888 1.6556
H1 -2.7391 -0.3457 2.2439
H2 1.1216 -1.2772 0.5167
H3 -0.5779 0.6806 1.0914
H4 1.0969 1.6032 0.7114
H5 -2.4111 -0.8294 -0.7746
H6 -1.6093 0.7107 -1.2364
H7 -0.5569 -0.5717 -0.6231
H8 3.1295 -0.2687 -0.7515
H9 2.0569 0.9971 -1.3767
H10 1.8215 -0.6951 -1.8430

Atom charges from the Mulliken analysis, given in e for atoms 1 to 5: -0.025, -0.444, -1.040, -0.543, -0.565



Values for energy above the lowest of the compared OMol25 structures with the same formula, charge and spin, kcal per mole, ordered as above
38.3, 34.8, 46.3, 9.9, 81.1, 54.5, 47.6, 145.1, 43.3, 96.8